Computed, not measured: a structure of composition C5H12O3 in a non-equilibrium geometry, with ωB97M-V/def2-TZVPD.

The geometry in XYZ format:
```
20
Properties=species:S:1:pos:R:3:nbo_charge:R:1
C -1.68 0.42 -1.36 -0.33
C 0.03 0.47 0.20 0.76
C -1.02 0.20 1.39 -0.71
C 0.94 -1.23 -1.23 -0.30
C 1.94 0.49 1.32 -0.27
H -2.18 0.99 -2.33 0.20
H -1.37 -0.61 -1.75 0.22
H -2.72 0.45 -0.82 0.20
H -1.77 -0.85 0.77 0.28
H -0.59 0.13 2.53 0.25
H -1.80 1.19 1.32 0.23
H 1.14 -2.45 -1.13 0.21
H 1.83 -0.57 -1.28 0.22
H 0.28 -1.04 -2.21 0.17
H 1.46 -0.73 1.57 0.18
H 3.06 0.64 1.34 0.20
H 1.82 0.98 2.26 0.16
O -0.68 1.34 -0.72 -0.55
O -0.04 -0.94 -0.18 -0.59
O 1.36 1.11 0.30 -0.52
```

Results
ΔE to the lowest compared entry with this formula, charge and spin (kJ/mol): 756.28
Orbital gap (eV): 10.8
Largest force on an atom (Eh/bohr): 0.114
Highest occupied orbital energy (eV): -10.0
Spin multiplicity: 1